1.
This record from OMol25 describes 3 unconnected molecules or ions with the total composition C5H14N. The level of theory is the ωB97M-V functional and the def2-TZVPD basis.

XYZ file:
```
20
Properties=species:S:1:pos:R:3
C -1.3697 -2.5530 0.9350
C -1.8598 -1.1476 0.4916
C -0.7540 0.0392 0.2864
C 0.4370 -0.3178 -0.4050
C 1.7819 -0.1149 0.2398
N -0.3537 -3.0664 -0.0230
H -2.1289 -3.3759 1.0574
H -0.9245 -2.3626 1.9816
H -2.1292 -1.1683 -0.5589
H -2.8539 -0.8634 0.9388
H -1.4917 0.7670 -0.0977
H -0.4403 0.2765 1.2855
H 0.1720 -2.2325 -0.3040
H 0.4307 0.2030 -1.5169
H 1.6706 -0.7122 1.2378
H 2.1982 0.8049 0.7507
H 2.7682 -0.5436 -0.1925
H 1.9871 9.4848 -3.6440
H 2.5826 10.5934 -2.9804
H 0.2774 -3.7105 0.5177
```

Calculated values
Net charge = +1
ΔE to the lowest compared entry with this formula, charge and spin = 876.1 kJ/mol
HOMO-LUMO gap = 0.19867 hartree



2.
This record from OMol25 describes CH2I2S in the gas phase. The level of theory is the ωB97M-V functional and the def2-TZVPD basis.

XYZ file:
```
6
Properties=species:S:1:pos:R:3
C -1.5686 -0.4109 0.8506
S 2.0235 1.4551 -1.4229
I -0.7567 0.3340 -0.9079
I 3.6093 -0.1926 -1.1792
H -1.1127 -1.3388 1.1015
H -2.1947 0.1532 1.5579
```

Calculated values
ΔE to the lowest compared entry with this formula, charge and spin = 306.0 kJ/mol
HOMO-LUMO gap (spin up / spin down) = 0.18574 / 0.18569 hartree



3.
This record from OMol25 describes a molecular structure, C60H41F5IrOP2S3. The level of theory is the ωB97M-V functional and the def2-TZVPD basis.

XYZ file:
```
113
Properties=species:S:1:pos:R:3
Ir -0.6372 0.3766 -0.5509
O -0.5526 0.8245 1.4798
S 0.4938 -0.4349 1.8542
C 1.8450 0.5528 2.5853
C 2.3015 0.0590 3.8056
C 3.2250 0.8144 4.5948
C 3.7202 2.0339 4.0928
C 4.6824 3.0805 4.6721
C 4.8778 4.1240 3.5391
C 4.0036 3.6749 2.4029
C 3.8796 4.1127 1.1385
C 3.1034 3.3589 0.2829
C 2.2621 2.3374 0.7116
P 1.3062 1.7999 -0.7411
C 0.8217 3.4535 -1.3289
C 0.2811 4.3714 -0.4021
C -0.1592 5.6119 -0.8302
C 0.0702 6.0189 -2.1392
C 0.7648 5.1496 -3.0133
C 1.0406 3.8615 -2.6582
C 2.5512 1.0282 -1.8952
C 3.7551 0.5615 -1.3464
C 4.8536 0.4228 -2.1938
C 4.6907 0.3811 -3.5829
C 3.4397 0.6797 -4.1086
C 2.3396 0.9039 -3.2810
C 2.4481 1.7066 1.9644
C 3.3646 2.4293 2.7940
C -0.5934 -1.2574 2.9788
C -0.5950 -0.7722 4.2792
C -1.2438 -1.5178 5.2995
C -1.9267 -2.6571 4.9748
C -2.8717 -3.5208 5.7715
C -3.3385 -4.6600 4.8257
C -2.8327 -4.2256 3.4835
C -3.0282 -4.6707 2.2018
C -2.4176 -4.0248 1.1226
C -1.5721 -2.9144 1.2583
P -0.7207 -2.2479 -0.2294
C 0.9449 -2.9926 -0.2034
C 1.9249 -2.4096 -0.9775
C 3.2182 -2.9637 -0.9701
C 3.5109 -4.1145 -0.2493
C 2.4851 -4.6883 0.5231
C 1.2166 -4.1552 0.5530
C -1.5355 -3.0234 -1.6364
C -2.9302 -2.9487 -1.6683
C -3.6459 -3.6291 -2.6808
C -2.9308 -4.2169 -3.7198
C -1.5389 -4.3302 -3.6517
C -0.8230 -3.7162 -2.6389
C -1.3365 -2.3868 2.5880
C -1.9968 -3.0777 3.6598
H 1.8739 -0.9078 4.1837
H 3.5324 0.4909 5.5720
H 5.6596 2.6323 4.9652
H 4.2175 3.5037 5.6012
H 5.9206 4.2475 3.2610
H 4.5840 5.1386 3.9324
H 4.4888 4.9241 0.7743
H 3.0636 3.6268 -0.7869
H 0.1088 4.0135 0.6201
H -0.6554 6.2801 -0.1487
H -0.2428 7.0132 -2.4755
H 1.0053 5.5288 -4.0291
H 1.4357 3.1524 -3.4244
H 3.8820 0.3658 -0.2819
H 5.8354 0.2581 -1.7050
H 5.5627 0.1747 -4.2444
H 3.2909 0.7475 -5.1871
H 1.3206 1.0737 -3.6606
H -0.1912 0.2129 4.5410
H -1.2672 -1.0800 6.3116
H -3.7160 -2.8453 6.0866
H -2.4438 -3.8844 6.7264
H -4.4142 -4.8472 4.7643
H -2.7924 -5.6224 5.0006
H -3.5718 -5.6120 2.0016
H -2.4882 -4.3820 0.0992
H 1.6819 -1.5339 -1.5773
H 3.9597 -2.4791 -1.6150
H 4.5228 -4.5724 -0.2864
H 2.6825 -5.5336 1.1872
H 0.5176 -4.6131 1.2543
H -3.4409 -2.3495 -0.9084
H -4.7186 -3.7825 -2.5516
H -3.4364 -4.6549 -4.5876
H -1.0359 -4.8699 -4.4860
H 0.2717 -3.7765 -2.6466
F -2.7013 -1.2199 -7.5315
C -2.2357 -0.6554 -6.4015
C -2.9064 0.3794 -5.7792
F -3.9084 0.9437 -6.4948
C -2.7194 0.6912 -4.4476
F -3.5408 1.5443 -3.8164
C -1.5495 0.1899 -3.7912
S -0.8818 1.1618 -2.4317
C -0.8391 -0.8304 -4.4187
F 0.2497 -1.4678 -3.9179
C -1.2686 -1.3227 -5.6581
F -0.7899 -2.4669 -6.1665
S -3.1055 0.2141 -0.2503
C -3.7945 1.7167 0.2606
C -3.3769 2.4390 1.3724
C -3.9888 3.6386 1.6356
C -4.8263 4.2544 0.7055
C -5.3473 3.4902 -0.3391
C -4.8703 2.1931 -0.5281
H -2.6133 1.9863 2.0016
H -3.7764 4.1872 2.5232
H -5.1140 5.3193 0.8234
H -6.0924 3.8825 -1.0436
H -5.2009 1.5203 -1.3266
```

Calculated values
Net charge = +2
ΔE to the lowest compared entry with this formula, charge and spin = 118.6 kJ/mol
Spin multiplicity = 6
HOMO-LUMO gap (spin up / spin down) = 0.18802 / 0.16449 hartree



4.
This record from OMol25 describes 2 unconnected molecules or ions with the total composition C3H6ClN2. The level of theory is the ωB97M-V functional and the def2-TZVPD basis.

XYZ file:
```
12
Properties=species:S:1:pos:R:3
C 0.5696 -2.2196 0.0183
C -1.3427 -0.5338 0.0595
C 0.3978 2.3685 0.2902
N -0.5006 -1.3220 0.0788
N -0.1735 1.6557 -0.5791
Cl -2.6071 0.3228 0.1010
H 1.0513 -2.1958 -0.9387
H 1.2615 -1.9828 0.8160
H -0.1870 2.2572 1.1723
H 1.2247 3.0798 0.3017
H 0.1948 -3.1970 0.1598
H 0.1112 1.7671 -1.4796
```

Calculated values
Net charge = +1
ΔE to the lowest compared entry with this formula, charge and spin = 293.5 kJ/mol
HOMO-LUMO gap = 0.39131 hartree



5.
This record from OMol25 describes a gas-phase ion, CH5N2 (charge +1). The level of theory is the ωB97M-V functional and the def2-TZVPD basis.

XYZ file:
```
8
Properties=species:S:1:pos:R:3
N 0.1833 0.7148 0.8683
C 0.3860 0.0856 -0.2691
N -0.3938 -0.9105 -0.6411
H -0.4844 0.5086 1.5989
H 0.6199 1.5993 1.0979
H 0.8814 0.6472 -1.0384
H -0.2884 -1.1505 -1.6352
H -0.9040 -1.4945 0.0188
```

Calculated values
Net charge = +1
ΔE to the lowest compared entry with this formula, charge and spin = 35.7 kJ/mol
HOMO-LUMO gap = 0.44201 hartree
SMILES = NC=[NH2+]



6.
This record from OMol25 describes 7 unconnected molecules or ions with the total composition H14O6S2. The level of theory is the ωB97M-V functional and the def2-TZVPD basis.

XYZ file:
```
22
Properties=species:S:1:pos:R:3
S 4.7069 -1.6166 -0.5254
S 4.7003 0.4527 -0.2903
H 5.7802 -1.8745 0.1735
H 4.8092 0.8645 -1.6022
O -3.4160 -0.1791 1.1310
H -2.8061 0.6367 0.9675
H -3.2113 -0.4055 2.0099
O -2.0366 -2.1108 -1.1248
H -2.5929 -2.8857 -0.9553
H -1.5590 -1.9279 -0.2305
O -0.2487 1.7413 -1.0538
H -0.2913 1.0095 -1.6598
H 0.6582 1.6427 -0.6867
O 0.1110 -1.7969 -3.0786
H 0.6635 -1.3154 -2.5218
H -0.7894 -2.0584 -2.6670
O -1.7145 2.4679 1.3792
H -1.0966 2.7242 0.7828
H -2.0532 3.3924 1.3625
O 0.4356 0.5197 2.6873
H 0.3884 -0.1935 3.3165
H -0.4377 0.9127 2.5859
```

Calculated values
ΔE to the lowest compared entry with this formula, charge and spin = 179.6 kJ/mol
HOMO-LUMO gap = 0.34801 hartree
SMILES = SS.O.O.O.O.O.O